A cluster of 2 separate species, C4H9O2S in total. Source: the OMol25 dataset; level of theory: wB97M-V/def2-TZVPD.

Last column: Löwdin charge in e.
Positions of all 16 atoms, in Å:
C -2.034 -0.624 1.243  -0.4440
C -0.225 -2.069 -0.270  -0.4068
S -1.998 -2.068 0.166  0.6786
H -1.129 -0.604 1.844  0.0382
H -2.193 0.281 0.679  0.0264
H -2.878 -0.704 1.919  0.0130
H 0.302 -2.668 0.466  0.0236
H 0.166 -1.050 -0.285  0.0303
H -0.192 -2.492 -1.272  0.0163
C 1.041 2.000 -1.626  -0.0683
C 1.736 1.692 -0.285  -0.8228
O 0.993 1.589 0.720  -0.1204
O 2.977 1.577 -0.354  -0.1099
H 0.017 1.637 -1.623  0.0423
H 1.661 1.539 -2.406  0.0533
H 1.031 3.066 -1.858  0.0502

Values from the calculation:
LUMO level	3.09	eV
E_tot	-706.528014	Eh
net charge	-1
energy relative to the best compared isomer or geometry (same formula, charge and spin)	0.543	eV
gap between HOMO and LUMO	7.092	eV